Entry 1:
{"formula": "C6H14O", "method": "ωB97M-V/def2-TZVPD", "symbols": ["C", "O", "C", "C", "C", "C", "C", "H", "H", "H", "H", "H", "H", "H", "H", "H", "H", "H", "H", "H", "H"], "xyz": [[2.46647, -1.21015, -0.86195], [1.14757, -1.16180, -0.45457], [0.88240, 0.11698, -0.02741], [-0.65185, 0.26438, 0.23669], [-0.87614, 1.74705, 0.50547], [-1.42244, -0.18446, -1.00958], [-1.20031, -0.54407, 1.44941], [2.56859, -0.10132, -1.42646], [2.58334, -2.20287, -1.34708], [3.16472, -1.13612, -0.00945], [1.58846, 0.79474, -0.94963], [1.47415, 0.37423, 0.86991], [-0.31434, 2.06998, 1.39069], [-1.93487, 1.96248, 0.67778], [-0.53051, 2.33096, -0.35240], [-1.30932, -1.25941, -1.18565], [-1.04576, 0.34452, -1.88953], [-2.49321, 0.03031, -0.90605], [-1.09429, -1.62668, 1.32047], [-2.27974, -0.34619, 1.57439], [-0.72293, -0.26255, 2.39495]], "orbital_gap_ev": 10.824, "relative_energy_kj_mol": 212.5, "molar_mass_g_mol": 102.177, "lumo_ev": 0.909, "largest_force_ha_per_bohr": 0.074}


Entry 2:
{"formula": "C21H40BrCl2FGaO9", "method": "ωB97M-V/def2-TZVPD", "symbols": ["C", "C", "Cl", "C", "Cl", "Ga", "F", "C", "C", "O", "Br", "H", "H", "H", "H", "H", "H", "H", "H", "O", "C", "O", "C", "C", "C", "H", "H", "H", "H", "H", "H", "H", "H", "O", "C", "O", "C", "C", "C", "H", "H", "H", "H", "H", "H", "H", "H", "O", "C", "O", "C", "C", "C", "H", "H", "H", "H", "H", "H", "H", "H", "O", "C", "O", "C", "C", "C", "H", "H", "H", "H", "H", "H", "H", "H"], "xyz": [[-0.02635, -1.14670, 2.81670], [0.11140, -2.45455, 1.99906], [1.40662, -2.12279, 0.72263], [-1.22529, -2.81789, 1.23512], [-1.45886, -1.58532, -0.07385], [-2.74761, -3.06965, 2.56054], [-3.18397, -4.90101, 2.54312], [-4.49107, -2.05224, 2.29138], [-4.63558, -1.17798, 1.07408], [-4.74517, -1.61500, 0.00520], [-4.61063, 0.81494, 1.25102], [-0.77960, -1.25132, 3.61603], [-0.38634, -0.34601, 2.14523], [0.93100, -0.87633, 3.29755], [0.46955, -3.29404, 2.61280], [-1.01694, -3.78613, 0.74486], [-2.25880, -2.79397, 4.07282], [-4.66220, -1.41413, 3.18194], [-5.33524, -2.77079, 2.27314], [4.26002, 0.38458, 2.91884], [5.02732, 0.29845, 1.99816], [4.59084, 0.51917, 0.74326], [5.44633, 0.63298, -0.39354], [5.77314, -0.72688, -0.97554], [6.45647, -0.13609, 2.21172], [6.34112, 1.21184, -0.15425], [4.89002, 1.21503, -1.12886], [6.31934, -1.34713, -0.26353], [6.37814, -0.62353, -1.87824], [4.85571, -1.26147, -1.22564], [6.49828, -1.22400, 2.23729], [6.79616, 0.25713, 3.16796], [7.14959, 0.23708, 1.46088], [-7.40328, 1.51004, -5.74825], [-7.10566, 0.51574, -5.13187], [-7.37837, 0.44200, -3.82443], [-7.24704, -0.75953, -3.04335], [-5.83497, -0.94786, -2.53430], [-6.35524, -0.61386, -5.79215], [-7.60941, -1.62500, -3.60227], [-7.92095, -0.63670, -2.19550], [-5.12451, -1.06193, -3.35585], [-5.77111, -1.82641, -1.90100], [-5.51803, -0.07900, -1.95896], [-5.28955, -0.38760, -5.77822], [-6.69221, -0.69123, -6.82472], [-6.52794, -1.58503, -5.33480], [8.89410, -2.47475, 2.71005], [9.01721, -2.54818, 3.90265], [8.78979, -1.45890, 4.66098], [8.71634, -1.47952, 6.08969], [10.09096, -1.36215, 6.71537], [9.50233, -3.81609, 4.56182], [8.17056, -2.35715, 6.43991], [8.11718, -0.61326, 6.36986], [10.72775, -2.20631, 6.44692], [10.01552, -1.31944, 7.80290], [10.59247, -0.46009, 6.36190], [10.59152, -3.83693, 4.53289], [9.11259, -4.66341, 4.00091], [9.16156, -3.93958, 5.58752], [-3.32477, 6.81504, -4.43455], [-4.42921, 6.33941, -4.39834], [-4.66931, 5.16506, -5.00336], [-5.89126, 4.42473, -4.85933], [-6.93662, 4.90496, -5.84292], [-5.57564, 7.08146, -3.75420], [-6.24343, 4.44578, -3.82686], [-5.64453, 3.38722, -5.07766], [-7.20344, 5.94913, -5.66690], [-7.84017, 4.29983, -5.76858], [-6.55503, 4.84232, -6.86312], [-5.99260, 7.78485, -4.47450], [-5.18874, 7.63166, -2.89831], [-6.36428, 6.43442, -3.37689]], "orbital_gap_ev": 7.647, "molar_mass_g_mol": 676.073, "lumo_ev": 1.814, "charge": -1, "largest_force_ha_per_bohr": 0.052}


Entry 3:
{"formula": "C14H35FeO13", "method": "ωB97M-V/def2-TZVPD", "symbols": ["Fe", "C", "C", "O", "H", "H", "H", "H", "H", "C", "C", "C", "O", "C", "C", "C", "O", "O", "O", "H", "H", "C", "C", "O", "H", "H", "H", "H", "H", "H", "C", "C", "O", "H", "H", "H", "H", "H", "H", "C", "C", "O", "H", "H", "H", "H", "H", "H", "O", "H", "H", "O", "H", "H", "O", "H", "H", "O", "H", "H", "O", "H", "H"], "xyz": [[-1.12247, -0.71635, 2.78094], [0.15027, -0.58197, -1.03705], [0.91992, -1.22997, 0.13537], [0.41075, -0.90186, 1.39316], [0.73066, -0.74802, -1.94730], [-0.06826, 0.45760, -0.81197], [-0.74186, -1.20631, -1.14809], [1.96375, -0.88913, 0.12338], [0.88299, -2.30080, -0.13320], [-0.95451, 3.43091, 2.17068], [-1.08160, 2.09807, 2.57314], [-0.69646, 1.72522, 4.02568], [-0.51590, 0.47876, 4.28728], [-0.49396, 2.72935, 4.97224], [-0.45255, 4.06894, 4.53322], [-0.61978, 4.45486, 3.06962], [-0.44909, 5.60263, 2.64534], [-0.44439, 4.97683, 5.37638], [-1.64100, 1.17689, 1.88836], [-1.04645, 3.65133, 1.11451], [-0.52698, 2.56076, 6.03630], [-3.28259, 1.78881, -1.01187], [-4.54294, 1.60679, -0.20517], [-4.22533, 1.37925, 1.15051], [-2.59885, 2.56687, -0.66531], [-3.53433, 1.88795, -2.07069], [-2.62507, 0.91568, -0.91857], [-5.10880, 0.77331, -0.64210], [-5.22213, 2.46186, -0.28903], [-3.25431, 1.44976, 1.30871], [3.69808, -2.89169, -2.87755], [4.06468, -3.02313, -1.41084], [4.92678, -4.14670, -1.24573], [3.09413, -3.69672, -3.30017], [4.61318, -2.74884, -3.45595], [3.05447, -2.02719, -3.08689], [3.15920, -3.24329, -0.84161], [4.44999, -2.05512, -1.08520], [5.82973, -3.82839, -1.15840], [-1.86245, 0.25548, -3.87910], [-0.83762, -0.20657, -4.89611], [-1.45658, -0.48473, -6.15395], [-1.32218, 0.79056, -3.09027], [-2.50682, -0.51514, -3.46386], [-2.42144, 1.08580, -4.31788], [-0.24952, -1.02620, -4.47227], [-0.12832, 0.61582, -5.01736], [-1.51989, -1.43999, -6.24094], [2.29473, -2.13389, 3.33044], [1.75707, -2.80637, 3.75991], [1.75188, -1.82141, 2.57993], [-2.39342, -1.72767, 1.30069], [-3.35098, -1.57762, 1.30272], [-2.21258, -2.27355, 0.52576], [0.06179, -4.13984, 1.44157], [-0.42896, -3.96129, 2.24978], [0.42911, -3.27825, 1.18486], [4.54268, 1.48166, -0.05275], [4.57547, 1.58776, 0.90484], [4.60815, 0.53259, -0.19474], [1.70699, 1.75878, 1.03867], [1.00306, 2.38303, 0.82736], [1.26081, 0.89409, 1.09056]], "orbital_gap_ev": [6.091, 5.925], "relative_energy_kj_mol": 0.0, "spin_multiplicity": 5, "molar_mass_g_mol": 467.266, "lumo_ev": [1.306, 1.169], "charge": -1, "largest_force_ha_per_bohr": 0.059}